Molecular formula: C11H11IN5O3STc
Method: DFT, ωB97M-V/def2-TZVPD

Its energy above the lowest of the compared OMol25 structures with the same formula, charge and spin is 0.000 eV. The HOMO energy (spin up / spin down) comes out at -18.78 / -18.78 eV. Its spin multiplicity is 2. As for the charge: +3. Its total energy is -1700.7384 Ha. For the largest force on an atom, the calculation gives 0.053 Eh/bohr. The frontier orbital gap (spin up / spin down) comes out at 5.6 / 5.6 eV.

Positions of all 33 atoms, in Å:
Tc (0.28938, -0.10904, 0.78355)
N (-2.92248, -1.16291, 8.46157)
C (-2.41311, -1.00633, 7.25806)
C (-1.51059, -1.98759, 6.72204)
C (-1.04097, -1.85058, 5.44699)
C (-1.44569, -0.73924, 4.68727)
C (-2.27593, 0.26572, 5.19225)
C (-2.75761, 0.14344, 6.46934)
S (-0.93271, -0.74040, 2.99120)
O (-1.20966, 0.48387, 2.21938)
O (0.50296, -1.03853, 2.82583)
N (-1.79110, -1.93413, 2.40770)
C (-1.68158, -2.37236, 1.17418)
N (-2.40786, -3.44150, 0.83250)
C (-2.33146, -3.98754, -0.34215)
C (-1.45300, -3.48075, -1.34232)
C (-0.72663, -2.38074, -0.99717)
N (-0.81286, -1.79078, 0.22178)
H (-2.68828, -1.96388, 9.04178)
H (-3.56790, -0.48820, 8.86344)
H (-1.22088, -2.83336, 7.33364)
H (-0.36550, -2.58658, 5.02897)
H (-2.53918, 1.12681, 4.59071)
H (-3.40298, 0.90513, 6.88986)
H (-2.97144, -4.84361, -0.53136)
H (-1.36508, -3.92562, -2.32267)
H (-0.06909, -1.92393, -1.72553)
O (2.61786, -0.95561, -0.64589)
N (1.68977, -0.62662, -0.13216)
I (0.87382, 2.72477, 0.67236)
C (-0.17165, 1.43055, -0.64591)
H (0.29243, 1.44874, -1.62709)
H (-1.22758, 1.69022, -0.68374)